Entry 1:
Below is a molecular structure, C37H24F5IN4P2PtSSe2, with properties calculated with the ωB97M-V functional and the def2-TZVPD basis.

CARTESIAN COORDINATES (ANGSTROEM)
Pt1 0.7311 0.0504 0.2267
I1 3.6429 0.5681 0.3607
Se1 -0.1577 0.5971 2.3796
Se2 -1.8368 -4.9549 4.3215
S1 -1.2382 0.5755 -0.8784
P1 -0.3352 -5.4224 2.9299
P2 0.2458 -1.3790 3.2927
F1 0.7451 5.1656 -2.1610
F2 -3.9293 4.7658 -1.8349
F3 -1.7268 6.2877 -2.3363
F4 -3.6693 2.1950 -1.1604
F5 1.0337 2.6023 -1.5370
N1 1.7162 -0.4310 -1.5286
N2 0.5936 -2.1691 0.8160
N3 0.4863 -4.3001 0.5994
N4 0.7503 -3.1694 -0.0179
C1 1.2150 -5.9424 3.7270
C2 0.2134 -2.6411 2.0267
C3 2.8666 -7.5817 4.3465
C4 3.0451 -0.3619 -1.4094
C5 3.3709 -1.5277 -3.4402
C6 3.5385 -6.6336 5.1011
C7 1.7073 -7.2403 3.6603
C8 -2.5589 2.8985 -1.3996
C9 2.9534 -1.9922 3.2432
C10 -2.7170 -1.8353 6.7343
C11 1.9278 -1.3799 3.9588
C12 -1.4073 -2.2565 6.9114
C13 -0.8963 -1.5838 4.6604
C14 -0.3413 4.4315 -1.9057
C15 -2.7120 4.2271 -1.7467
C16 -3.1201 -1.2940 5.5219
C17 -2.3310 -8.5087 1.1916
C18 3.0442 -5.3370 5.1807
C19 -0.2116 3.0953 -1.5673
C20 3.5211 -0.6526 5.6103
C21 -1.9916 -7.4153 1.9780
C22 1.1911 -1.0566 -2.5881
C23 1.9961 -1.6117 -3.5658
C24 3.9172 -0.8870 -2.3359
C25 1.8861 -5.0007 4.5041
C26 0.1482 -4.0310 1.8759
C27 -0.2309 -8.3289 0.0394
C28 4.2566 -1.9412 3.7178
C29 -1.4510 -8.9686 0.2269
C30 2.2210 -0.6944 5.1379
C31 -0.7729 -6.7736 1.7969
C32 -1.5947 5.0053 -1.9985
C33 4.5397 -1.2812 4.9028
C34 -0.4993 -2.1396 5.8736
C35 0.1097 -7.2373 0.8179
C36 -1.3102 2.2869 -1.2933
C37 -2.2112 -1.1568 4.4869
H1 -4.1429 -0.9708 5.3826
H2 1.4366 -0.1807 5.6803
H3 3.7404 -0.1259 6.5296
H4 0.5115 -2.5004 6.0118
H5 -1.7108 -9.8261 -0.3809
H6 -3.2847 -8.9984 1.3388
H7 -2.5230 -0.7316 3.5416
H8 1.4962 -3.9933 4.5830
H9 1.5379 -2.1141 -4.4051
H10 5.5546 -1.2517 5.2779
H11 3.5573 -4.5900 5.7737
H12 0.1118 -1.0831 -2.6202
H13 1.0511 -6.7339 0.6555
H14 5.0474 -2.4279 3.1620
H15 -2.6714 -7.0495 2.7370
H16 3.2400 -8.5960 4.2910
H17 4.9840 -0.8001 -2.1927
H18 4.4430 -6.9036 5.6308
H19 -3.4282 -1.9330 7.5444
H20 0.4559 -8.6799 -0.7199
H21 2.7349 -2.5165 2.3218
H22 4.0193 -1.9626 -4.1889
H23 -1.0958 -2.6974 7.8486
H24 1.1902 -7.9922 3.0802

Output
net charge	0
highest occupied orbital energy	-7.65	eV
energy relative to the best compared isomer or geometry (same formula, charge and spin)	146.8	kJ/mol

These are the Löwdin partial charges, in e, on atoms 1 to 5: 0.352 1.033 0.375 0.369 0.598

=====

Entry 2:
Below is a molecular structure, C37H24F5InN2P2SSeTe in a non-equilibrium geometry, with properties calculated with the ωB97M-V functional and the def2-TZVPD basis.

CARTESIAN COORDINATES (ANGSTROEM)
Te1 2.1736 1.1591 -2.1592
In1 -1.7594 0.2229 1.0084
Se1 -5.3820 3.1937 1.3665
S1 -2.8084 -1.8112 1.7408
P1 0.8701 0.1614 0.8689
P2 -0.8177 0.7254 -1.2774
F1 -4.5201 -3.2729 3.6063
F2 -1.1123 -0.0038 3.5982
F3 -1.2135 0.0975 6.2604
F4 -2.9518 -1.4875 7.6415
F5 -4.5983 -3.1684 6.2800
N1 -2.7768 1.8907 1.7346
N2 2.5485 -2.6872 -5.1889
C1 2.4007 -0.4971 -3.4499
C2 2.5897 -1.4372 -5.6385
C3 -1.3383 -1.2631 -3.0948
C4 -2.0319 -0.7289 5.6117
C5 -2.4125 2.9875 -1.5797
C6 -0.2101 3.3887 -0.6995
C7 1.4590 -1.8853 2.6925
C8 -1.5107 -1.7900 -4.3621
C9 0.9676 -3.9384 0.8936
C10 -2.8246 -1.6368 3.4977
C11 -1.7947 5.1884 -0.8431
C12 2.5212 -0.3168 -4.8207
C13 -2.7342 4.3189 -1.3834
C14 4.7056 1.1566 1.7689
C15 1.1283 -1.5816 1.3711
C16 -1.5994 0.4343 -5.2726
C17 -3.8277 2.4024 1.5748
C18 1.3172 -4.2342 2.2011
C19 2.1952 2.3188 1.9962
C20 -1.6427 -0.9394 -5.4527
C21 -1.1410 2.5160 -1.2502
C22 -2.0018 -0.7978 4.2323
C23 3.5802 0.4326 1.4114
C24 -1.4202 0.9664 -4.0031
C25 2.4517 -2.8461 -3.8705
C26 0.8708 -2.6156 0.4802
C27 -1.2936 0.1177 -2.9079
C28 2.3191 1.0157 1.5193
C29 -0.5349 4.7235 -0.5004
C30 3.3254 3.0400 2.3518
C31 -3.6994 -2.4310 4.2346
C32 -3.7490 -2.3883 5.6161
C33 -2.9127 -1.5326 6.3131
C34 4.5798 2.4599 2.2309
C35 0.8023 0.2004 -0.9021
C36 2.3777 -1.7984 -2.9667
C37 1.5592 -3.2038 3.1030
H1 0.7596 -4.7369 0.1930
H2 -3.7246 4.6741 -1.6333
H3 -1.3579 2.0384 -3.8710
H4 1.4009 -5.2645 2.5212
H5 0.6081 -2.3755 -0.5433
H6 2.2840 -1.9970 -1.9076
H7 2.5374 0.6715 -5.2629
H8 -1.6856 1.0974 -6.1235
H9 3.2252 4.0494 2.7284
H10 0.1954 5.3972 -0.0710
H11 2.6674 -1.3172 -6.7140
H12 -1.2204 -1.9277 -2.2457
H13 5.6841 0.7025 1.6857
H14 1.8229 -3.4310 4.1279
H15 5.4634 3.0240 2.4995
H16 1.2118 2.7637 2.1005
H17 -1.5226 -2.8625 -4.5041
H18 0.7725 3.0282 -0.4169
H19 -3.1640 2.3092 -1.9693
H20 -2.0548 6.2247 -0.6732
H21 -1.7756 -1.3512 -6.4445
H22 3.6788 -0.5840 1.0516
H23 2.4301 -3.8709 -3.5135
H24 1.6401 -1.0868 3.4039

Output
net charge	0
highest occupied orbital energy	-7.98	eV
energy relative to the best compared isomer or geometry (same formula, charge and spin)	88.6	kJ/mol

These are the Löwdin partial charges, in e, on atoms 1 to 5: 1.297 0.445 0.582 0.687 0.847